# 1
{
  "formula": "C4H9ClOS",
  "method": "wB97M-V/def2-TZVPD",
  "species": ["C", "C", "C", "C", "O", "S", "Cl", "H", "H", "H", "H", "H", "H", "H", "H", "H"],
  "positions_angstrom": [[-0.8795, 1.0604, -1.0061], [0.4443, 1.2610, 1.1273], [1.2364, -1.3571, -0.2816], [-0.2936, 0.3437, 0.2172], [-1.0560, -0.5641, 0.8331], [-1.9372, -1.6335, -0.1829], [2.8549, -0.6585, -0.2162], [-0.1965, 0.9724, -1.8446], [-1.0474, 2.1325, -0.8933], [-1.7836, 0.5648, -1.2655], [0.5519, 0.9484, 2.2609], [1.3995, 1.2392, 0.7384], [-0.1261, 2.1943, 1.0832], [0.7903, -1.8830, 0.6542], [1.0983, -2.0032, -1.0774], [-1.0557, -2.6172, -0.1467]],
  "nbo_charge": [-0.71, -0.70, -0.54, 0.48, -0.64, 0.30, -0.06, 0.24, 0.22, 0.23, 0.23, 0.25, 0.22, 0.18, 0.17, 0.10],
  "lumo_energy_ev": 0.265,
  "max_force_ev_per_a": 4.78,
  "total_charge": 0,
  "orbital_gap_ha": 0.29893
}

# 2
{
  "formula": "C3H5O3S",
  "method": "wB97M-V/def2-TZVPD",
  "species": ["C", "C", "C", "O", "O", "O", "S", "H", "H", "H", "H", "H"],
  "positions_angstrom": [[0.4126, 0.4140, -2.0913], [0.5144, -0.5144, -1.1626], [0.0748, 0.1476, 1.4569], [-0.8978, -0.1716, 2.5778], [-2.0811, -0.0492, -0.6775], [1.2926, -0.0004, 1.7267], [-0.9131, -0.8441, -0.1083], [1.3479, 0.6227, -2.6783], [-0.4604, 1.0826, -2.0810], [1.3470, -1.3272, -1.3279], [-0.3198, 1.1601, 1.1227], [-0.3170, -0.5203, 3.2428]],
  "nbo_charge": [-0.47, -0.41, 0.38, -0.81, -1.01, -0.78, 0.94, 0.18, 0.22, 0.21, 0.08, 0.46],
  "lumo_energy_ev": 3.847,
  "max_force_ev_per_a": 2.82,
  "total_charge": -1,
  "orbital_gap_ha": 0.26193
}

# 3
{
  "formula": "C2H7N2S3",
  "method": "wB97M-V/def2-TZVPD",
  "species": ["C", "C", "N", "N", "S", "S", "S", "H", "H", "H", "H", "H", "H", "H"],
  "positions_angstrom": [[-0.4764, 0.0320, -0.0710], [1.7283, 0.9774, -0.3239], [0.8233, -0.1504, -0.1816], [-1.3532, -0.9538, -0.0081], [-0.9413, 1.8580, 0.1533], [1.5079, -1.7493, -0.2763], [-3.0723, -0.8025, -0.0945], [2.7234, 0.6147, -0.5669], [1.3909, 1.6346, -1.1281], [1.7764, 1.5514, 0.6032], [-0.9668, -1.8940, -0.1039], [-2.2557, 1.6027, 0.1449], [2.4257, -1.5327, 0.6833], [-3.3103, -1.1880, 1.1696]],
  "nbo_charge": [0.45, -0.44, -0.51, -0.72, 0.08, 0.23, 0.27, 0.25, 0.24, 0.23, 0.44, 0.17, 0.15, 0.14],
  "lumo_energy_ev": -3.675,
  "max_force_ev_per_a": 3.05,
  "total_charge": 1,
  "orbital_gap_ha": 0.37625
}

# 4
{
  "formula": "C4H6O",
  "method": "wB97M-V/def2-TZVPD",
  "species": ["O", "C", "C", "C", "C", "H", "H", "H", "H", "H", "H"],
  "positions_angstrom": [[0.8420, -0.4113, -1.4649], [1.2017, -0.3657, -0.1055], [-0.0031, 0.0729, 0.7225], [-1.3943, -0.1478, 0.1846], [-0.9438, 1.0640, 0.1210], [-0.1039, -0.6292, -1.4572], [1.5978, -1.3397, 0.2259], [2.0080, 0.3695, 0.0205], [0.1536, 0.0900, 1.8050], [-2.2422, -0.8043, 0.0615], [-1.1157, 2.1015, -0.1136]],
  "nbo_charge": [-0.71, -0.07, -0.26, -0.25, -0.15, 0.46, 0.16, 0.17, 0.19, 0.23, 0.23],
  "lumo_energy_ev": 1.134,
  "max_force_ev_per_a": 0.47,
  "total_charge": 0,
  "orbital_gap_ha": 0.40646,
  "smiles": "OCC1C=C1"
}

What DFT total energy values result from the calculations? In sequence: -1091.26525 -741.18241 -1384.18702 -231.14257 Ha.